*one*
This record from the Open Molecules 2025 dataset describes a single C5H6O2 molecule. The level of theory is ωB97M-V/def2-TZVPD.

XYZ file:
```
13
Properties=species:S:1:pos:R:3:lowdin_charge:R:1
O 1.23130 1.86396 1.20357 0.03
C 0.88027 0.88278 0.56953 -0.50
C 1.57439 -0.25305 0.07819 -0.04
O 0.81994 -1.27433 -0.48054 -0.05
C -0.46885 -0.88938 -0.66061 -0.20
C -1.29088 -0.41564 0.45092 -0.06
C -0.51817 0.72604 -0.18048 -0.12
H 2.57242 -0.56989 0.35620 0.13
H 0.55072 0.73234 -0.92997 0.24
H -0.91697 -1.28937 -1.56553 0.16
H -1.00364 -0.66668 1.46920 0.14
H -2.35981 -0.42624 0.25420 0.12
H -1.07071 1.57946 -0.56467 0.15
```

Results
- highest occupied orbital energy (eV) = -7.998

*two*
This record from the Open Molecules 2025 dataset describes a molecular structure, C5H6O2. The level of theory is ωB97M-V/def2-TZVPD.

XYZ file:
```
13
Properties=species:S:1:pos:R:3:lowdin_charge:R:1
C -1.67422 0.65069 -0.42274 0.00
C -1.22529 -0.44154 0.17659 -0.14
C 0.14058 -0.20741 0.71155 -0.14
C 1.36510 -0.89554 -0.16631 -0.10
C 0.94036 0.96174 0.13880 -0.57
H -2.68016 0.63594 -1.10357 0.12
H -1.19089 1.61201 -0.39766 0.05
H -1.83919 -1.48937 0.15903 0.16
H 0.38660 -0.30916 1.71776 0.12
H 2.29428 -1.38741 0.31148 0.15
H 0.94518 -1.54494 -0.83713 0.08
O 1.86888 0.33748 -0.53160 0.10
O 0.66877 2.07751 0.24380 0.17
```

Results
- highest occupied orbital energy (eV) = -10.122

Q: Which of them is the most stable? A: *two*.

*one*
This record from the Open Molecules 2025 dataset describes 2 unconnected molecules or ions with the total composition C2H4Si. The level of theory is ωB97M-V/def2-TZVPD.

XYZ file:
```
7
Properties=species:S:1:pos:R:3:lowdin_charge:R:1
C -2.32148 0.01882 0.06759 -0.01
C -1.63153 -0.25964 1.01499 -0.01
Si 2.65045 -0.32931 -0.19339 0.50
H -2.92916 0.53535 -0.60514 0.00
H 3.79781 0.18647 -1.13804 -0.25
H -0.99503 -0.33541 1.86530 0.01
H 1.42894 0.18372 -1.01130 -0.25
```

Results
- highest occupied orbital energy (eV) = -8.757

*two*
This record from the Open Molecules 2025 dataset describes a single C2H4Si molecule. The level of theory is ωB97M-V/def2-TZVPD.

XYZ file:
```
7
Properties=species:S:1:pos:R:3:lowdin_charge:R:1
C 1.05655 1.71213 0.04652 0.02
C 0.36685 0.68532 0.14805 -0.32
Si -0.51628 -0.98327 -0.08299 0.59
H 1.74757 2.35619 0.34446 -0.04
H -1.83963 -0.36015 -0.59887 -0.07
H -0.93730 -1.63507 1.21055 -0.08
H 0.12224 -1.77515 -1.06773 -0.11
```

Results
- SMILES = C#C[SiH3]
- highest occupied orbital energy (eV) = -10.178

Q: Which of them is the most stable? A: *two*.